ORCA calculation (wB97M-V/def2-TZVPD) on a molecular structure, C12H32FKO12S4Zn in a non-equilibrium geometry.

Computed properties:
Energy relative to the best compared isomer or geometry (same formula, charge and spin) = 0.0 kcal per mole
Total energy = -5450.7359 a.u.
Total charge = +2
HOMO energy = -16.293 eV
Frontier orbital gap = 10.69 eV

Last column: Löwdin charge in e.
Geometry (Å):
Zn1 0.37194 -0.15642 0.17341  0.7523
K1 -1.83367 3.47036 1.93673  0.9129
F1 -0.95526 1.34639 0.30045  -0.5508
O1 -0.43262 -2.81980 3.66608  -0.2297
S1 -1.14792 -2.10975 2.64486  0.6541
O2 -0.44262 -1.22002 1.75919  -0.3026
O3 -1.84277 -3.19098 1.67446  -0.2621
C1 -2.52313 -4.31181 2.27707  -0.2310
C2 -2.96248 -5.20132 1.11142  -0.0436
C3 -2.57840 -1.27698 3.35617  -0.0777
H1 -3.43448 -3.91721 2.72697  0.1141
H2 -1.83577 -4.87907 2.89769  0.1279
H3 -3.27324 -6.21262 1.36350  0.0918
H4 -2.11634 -5.29877 0.42728  0.0909
H5 -3.78380 -4.75366 0.54986  0.0680
H6 -3.10958 -0.70528 2.60542  0.0717
H7 -2.12075 -0.68288 4.15323  0.0778
H8 -3.21126 -1.97565 3.89922  0.0801
O4 0.67099 0.95741 -3.53601  -0.2371
S2 1.39877 1.61900 -2.49962  0.6345
O5 1.52861 1.01689 -1.19260  -0.3219
O6 2.89119 1.91443 -2.92588  -0.2316
C4 3.10940 2.57055 -4.19499  -0.2367
C5 3.89564 3.85666 -3.92917  -0.0449
C6 0.73913 3.26573 -2.15085  -0.0681
H9 2.18157 2.73373 -4.74802  0.1186
H10 3.70513 1.92563 -4.84075  0.1328
H11 4.89194 3.53655 -3.62662  0.0872
H12 3.42275 4.45782 -3.15568  0.0730
H13 4.00061 4.45437 -4.83314  0.0926
H14 0.68949 3.86418 -3.05303  0.0823
H15 1.49323 3.66314 -1.46622  0.0784
H16 -0.14121 3.13399 -1.52632  0.0574
O7 1.81260 3.16138 2.22401  -0.2533
S3 2.29277 1.81371 2.18740  0.6380
O8 1.52203 0.79466 1.51132  -0.3313
O9 3.76529 1.90099 1.60339  -0.2272
C7 4.34969 0.66706 1.08777  -0.2315
C8 5.84879 0.86400 1.05790  -0.0485
C9 2.58309 1.21351 3.87083  -0.0625
H17 4.00450 0.54148 0.05973  0.1156
H18 4.06142 -0.17586 1.71645  0.1200
H19 6.14566 1.69714 0.42457  0.0899
H20 6.34776 -0.05664 0.75539  0.0947
H21 6.26254 1.08120 2.04608  0.0898
H22 1.60996 1.24414 4.35878  0.0767
H23 3.27931 1.89158 4.35426  0.0883
H24 2.93349 0.18555 3.83724  0.0794
O10 -0.78214 -1.09383 -1.24939  -0.3058
S4 -2.06846 -1.10320 -1.91364  0.6714
O11 -2.32071 -2.08539 -2.92039  -0.2245
O12 -3.16405 -1.22653 -0.72314  -0.2731
C10 -4.41350 -1.87688 -1.14137  -0.2257
C11 -5.30983 -1.79515 0.07372  -0.0532
C12 -2.54661 0.51293 -2.62605  -0.0635
H25 -4.23239 -2.92306 -1.37972  0.1208
H26 -4.78090 -1.31586 -1.99879  0.1199
H27 -5.49787 -0.75387 0.34183  0.0842
H28 -4.82184 -2.24505 0.93891  0.0624
H29 -6.24189 -2.34563 -0.04848  0.0961
H30 -2.70334 1.22066 -1.81918  0.0618
H31 -3.45812 0.34419 -3.19194  0.0772
H32 -1.72234 0.78816 -3.28160  0.0532